The following is a DFT calculation (the ωB97M-V functional and the def2-TZVPD basis) of an isolated molecule of C3H5FS.

highest occupied orbital energy	-9.43	eV
maximum force	2.34	eV/A
total charge	0
gap between HOMO and LUMO	10.29	eV
multiplicity	1
ΔE to the lowest compared entry with this formula, charge and spin	16.76	kcal/mol

The geometry in XYZ format:
```
10
Properties=species:S:1:pos:R:3:forces:R:3
H 0.3753 0.1179 1.8825 -0.46 -0.51 -1.19
F 0.6217 2.3648 0.9794 0.06 -0.08 -0.42
H 0.2217 -1.9059 0.4850 0.38 -1.45 0.41
H 0.2083 1.5181 -0.8367 0.03 0.37 -0.12
S -0.0349 -1.2765 -1.8115 -0.18 1.88 1.38
H -1.4137 -1.2138 0.2477 1.19 -0.15 -0.20
C 0.3125 1.2945 0.2077 -0.05 -0.58 1.01
H -0.1421 0.0985 -1.9940 0.02 -1.42 -0.28
C -0.3050 -1.1024 0.0615 -1.60 0.08 -0.90
C 0.1562 0.1049 0.7784 0.60 1.86 0.31
```
Forces are in eV/Å.

=====

The following is a DFT calculation (the ωB97M-V functional and the def2-TZVPD basis) of a structure of composition C8H8NO4S.

highest occupied orbital energy	-4.48	eV
maximum force	3.42	eV/A
total charge	-1
gap between HOMO and LUMO	7.89	eV
multiplicity	1
ΔE to the lowest compared entry with this formula, charge and spin	21.60	kcal/mol

The geometry in XYZ format:
```
22
Properties=species:S:1:pos:R:3:forces:R:3
H -0.8946 -0.1265 -1.9960 -0.19 0.77 -1.47
N -1.8564 -0.0238 1.7137 -3.02 1.12 1.15
S -2.8007 -0.7883 -0.7253 1.36 -1.26 -0.32
C -0.0353 0.3017 -1.5152 -1.52 -1.86 1.77
H -2.4277 -2.5760 0.3266 1.25 0.02 -0.81
H -1.2452 -0.6543 2.1255 1.61 -1.40 0.15
C 2.3405 0.3169 -1.1996 -0.16 -0.82 0.15
O -3.2073 1.1140 -1.1593 -1.21 1.30 -0.90
C 1.2290 0.1943 -2.0356 1.10 1.40 -0.72
H 3.3749 0.0171 -1.6009 -1.57 1.04 0.86
C 0.7565 0.4642 0.7145 -0.24 -0.60 0.35
H 1.5016 0.2535 -3.0971 -0.90 -0.72 0.12
C 2.0478 0.4688 0.1518 1.66 -0.91 0.43
H 0.4837 0.3591 1.7713 1.08 0.57 -0.12
H 2.9750 0.3623 0.7253 -0.66 0.40 0.70
C -1.7597 0.2951 0.3691 0.75 0.05 -1.43
C -2.5303 1.5745 -0.1985 1.40 -1.89 0.92
O -1.7921 -2.2277 -0.3607 -1.84 -0.37 1.22
C -0.3426 0.3133 -0.1013 1.64 1.20 -2.30
O -2.3092 2.6628 0.2336 -0.25 2.02 0.41
O -3.9182 -1.0053 0.2083 -1.09 -0.63 0.33
H -2.8173 -0.3306 1.9718 0.82 0.57 -0.50
```
Forces are in eV/Å.

=====

The following is a DFT calculation (the ωB97M-V functional and the def2-TZVPD basis) of a structure of composition C21H21F6KN6O2PS2Se.

highest occupied orbital energy (alpha / beta)	-2.05 / -2.05	eV
⟨S²⟩	0.8001
maximum force	1.62	eV/A
total charge	-2
gap between HOMO and LUMO (alpha / beta)	5.71 / 5.09	eV
multiplicity	2
ΔE to the lowest compared entry with this formula, charge and spin	20.89	kcal/mol

The geometry in XYZ format:
```
61
Properties=species:S:1:pos:R:3:forces:R:3
C 0.2894 -4.6494 -0.2938 -0.12 0.21 -0.03
H -7.5175 1.1722 1.2015 -0.01 0.03 -0.02
H 2.7582 1.0407 4.8168 0.00 0.01 0.01
H -3.3193 1.1440 0.3937 0.01 0.06 0.00
C -6.7772 -1.2035 -0.5450 0.10 -0.19 -0.02
C -7.2483 1.1973 0.1380 0.02 0.01 0.09
H 1.4743 1.3176 3.6325 -0.03 -0.05 0.02
H 5.0877 0.5715 4.0452 0.00 -0.01 0.02
C 3.0968 -1.1457 -2.8816 0.30 -0.02 -0.24
H -4.7585 2.0635 0.5301 0.02 0.00 -0.01
H -8.1633 1.1190 -0.4508 0.02 0.00 0.01
H 2.1438 0.3436 -5.7594 -0.03 0.02 0.00
F -1.5256 1.2521 0.7030 -0.02 0.65 0.09
O -5.3019 -3.0671 -1.0605 -0.05 -0.04 0.00
H 2.4616 -3.1572 0.3306 -0.02 0.00 0.02
H 1.9880 1.5767 1.2683 0.06 0.01 0.03
H 6.7807 0.9656 2.2958 0.02 0.00 0.00
F -0.7680 4.4064 0.2879 -0.04 -0.03 0.04
S 1.9642 -1.0130 3.9890 0.01 0.17 0.11
C 3.1787 -0.6979 -4.1717 0.25 -0.19 0.24
H 3.6618 1.9311 -0.4790 0.00 0.00 -0.03
C 0.9520 0.1831 -4.0105 0.02 0.14 -0.23
C 3.4239 1.0484 2.7799 0.08 0.04 -0.10
N 1.5908 -1.1628 1.4431 0.68 -0.33 -0.57
C 3.0376 1.4418 1.5016 -0.03 0.09 0.09
F -1.7652 2.7815 -0.9934 0.05 -0.06 0.06
C 2.0323 -1.3543 -0.6928 0.42 -0.23 -0.32
C 5.3356 1.4758 0.7926 0.04 0.01 -0.06
N -4.4220 -1.0329 -0.3868 0.50 0.19 0.13
H 4.0805 -0.8495 -4.7517 0.02 -0.03 0.04
C 4.7795 0.8879 3.0547 -0.06 -0.02 -0.02
H -7.3601 -1.2653 -1.4665 0.02 0.02 0.01
C -5.4071 -1.9160 -0.7059 -0.43 -0.02 -0.05
K -1.3334 -1.0183 -0.1924 -1.03 -1.16 0.47
O -0.3074 -0.1945 -2.0899 0.66 0.35 -0.91
N -4.3267 1.1897 0.2992 0.05 0.04 0.07
Se 1.1989 -6.2006 -0.4019 0.24 -0.40 -0.01
N -6.3578 0.1357 -0.2318 0.02 0.14 -0.09
N -0.2784 -3.6388 -0.2338 -0.07 0.17 -0.03
H 0.0894 0.6920 -4.4213 -0.01 0.01 -0.02
F -2.6024 3.2510 1.0727 0.09 -0.01 0.00
C 2.3924 0.7613 3.8272 -0.05 -0.10 0.02
C 3.0028 -2.4165 -0.2555 0.06 0.06 -0.08
P -1.1198 2.8446 0.4852 -0.04 0.29 0.16
C 2.0810 -0.0157 -4.7373 -0.31 0.13 0.00
C 1.9679 -0.9331 -2.0546 -0.15 -0.04 0.27
C 3.9883 1.6465 0.5129 -0.04 0.02 -0.03
C -4.9986 0.1221 -0.0913 -0.31 -0.22 -0.12
H 6.0770 1.6297 0.0175 0.00 0.00 0.00
S -0.7454 -1.3549 2.8080 0.01 -0.04 -0.02
H -6.8022 2.1665 -0.0881 -0.02 0.00 0.02
F -0.5404 2.8745 1.9927 -0.01 -0.01 -0.12
C 0.7985 -0.2921 -2.6523 -0.16 0.06 0.09
H 3.4606 -2.9366 -1.0903 0.00 0.02 0.01
C 0.8857 -1.1574 2.5317 -0.36 0.30 0.73
H 3.7649 -1.9836 0.3978 0.03 -0.01 0.00
H 3.9581 -1.6389 -2.4523 0.00 0.02 -0.04
N 1.2632 -0.7836 0.2337 -0.37 0.02 0.35
H -7.3420 -1.6694 0.2693 0.00 0.00 -0.02
F 0.3129 2.4131 -0.0794 -0.08 -0.04 -0.04
C 5.7296 1.1017 2.0698 0.09 -0.02 0.02
```
Forces are in eV/Å.

=====

Copy entry 1 word for word.
The following is a DFT calculation (the ωB97M-V functional and the def2-TZVPD basis) of an isolated molecule of C3H5FS.

highest occupied orbital energy	-9.43	eV
maximum force	2.34	eV/A
total charge	0
gap between HOMO and LUMO	10.29	eV
multiplicity	1
ΔE to the lowest compared entry with this formula, charge and spin	16.76	kcal/mol

The geometry in XYZ format:
```
10
Properties=species:S:1:pos:R:3:forces:R:3
H 0.3753 0.1179 1.8825 -0.46 -0.51 -1.19
F 0.6217 2.3648 0.9794 0.06 -0.08 -0.42
H 0.2217 -1.9059 0.4850 0.38 -1.45 0.41
H 0.2083 1.5181 -0.8367 0.03 0.37 -0.12
S -0.0349 -1.2765 -1.8115 -0.18 1.88 1.38
H -1.4137 -1.2138 0.2477 1.19 -0.15 -0.20
C 0.3125 1.2945 0.2077 -0.05 -0.58 1.01
H -0.1421 0.0985 -1.9940 0.02 -1.42 -0.28
C -0.3050 -1.1024 0.0615 -1.60 0.08 -0.90
C 0.1562 0.1049 0.7784 0.60 1.86 0.31
```
Forces are in eV/Å.

=====

Question: total charge of number 2 (C8H8NO4S)?
Answer: -1

=====

Question: Among the records above, which one has the highest multiplicity?
Answer: C21H21F6KN6O2PS2Se

=====

Question: The lowest ΔE to the lowest compared entry with this formula, charge and spin belongs to which entry?
Answer: C3H5FS